This record from the OMol25 dataset describes a molecular structure, C33H46InN6 in a non-equilibrium geometry. The level of theory is ωB97M-V/def2-TZVPD.

Summary:
ΔE to the lowest compared entry with this formula, charge and spin, eV: 4.6096
Total energy, eV: -49072.8524
Net charge: -1

Geometry (Å):
In -0.8903 -0.8542 0.1694
N 0.1916 -3.9481 3.5305
N -0.2137 -2.9798 -2.1415
C 1.0926 2.0782 -0.6024
C 2.1964 1.2629 -0.2620
C 2.1626 1.0359 1.1452
C 3.1845 0.3230 1.9350
H 4.0771 0.1446 1.3215
H 2.8030 -0.6454 2.2908
H 3.4956 0.9131 2.8129
C 1.0185 1.6966 1.6629
C 0.5771 1.8464 3.0637
H 0.5152 2.9144 3.3470
H 1.2508 1.3602 3.7801
H -0.4310 1.4221 3.1933
C 0.3549 2.3286 0.5888
C -0.8066 3.2232 0.7475
H -1.6793 2.7152 1.1959
H -1.1098 3.6621 -0.2126
H -0.5282 4.0537 1.4220
C 3.3148 0.9476 -1.1691
H 4.0331 1.7876 -1.1878
H 2.9770 0.7972 -2.2042
H 3.8683 0.0555 -0.8527
C 0.9001 2.7673 -1.8957
H -0.0977 3.2204 -1.9803
H 1.0426 2.0976 -2.7554
H 1.6404 3.5846 -1.9924
C -0.4775 -4.9984 3.9172
H -0.1683 -5.5717 4.7881
C -1.6714 -5.4248 3.2682
H -2.2814 -6.2174 3.7213
C -1.9171 -4.8742 2.0158
H -2.7172 -5.2740 1.3962
C -1.1785 -3.7500 1.5759
H -1.3492 -3.2831 0.5982
C -0.2716 -3.1679 2.5025
C 0.3385 -1.8924 2.6404
H 0.7836 -1.6821 1.5157
C -0.5984 -1.7170 -2.1033
C 0.4940 -3.3225 -3.2767
H 1.2450 -4.1854 -3.2181
C 0.0418 -2.3846 -4.1879
H 0.0978 -2.5130 -5.2569
N -0.5146 -1.2841 -3.5045
C -0.6709 -0.0051 -4.1213
C 0.4073 0.3659 -4.9218
C 0.2727 1.5206 -5.6768
H 1.0837 1.7940 -6.3485
C -0.8567 2.3352 -5.5881
C -0.9751 3.5627 -6.4916
H -1.5046 4.3919 -5.9898
H -1.5288 3.3206 -7.4179
H 0.0232 3.9229 -6.7988
C -1.8516 1.9994 -4.6577
H -2.6993 2.6797 -4.5400
C -1.7935 0.8050 -3.9313
C -2.8789 0.4174 -2.9995
H -2.9889 -0.6618 -2.9294
H -3.8465 0.8202 -3.3239
H -2.7029 0.8098 -1.9922
C 1.6971 -0.3581 -4.9278
H 1.6633 -1.3701 -5.3333
H 2.1536 -0.3902 -3.9322
H 2.3730 0.1936 -5.5885
C -5.2344 -2.3959 1.7370
N -4.4197 -1.6950 2.7238
C -4.6186 -2.1431 4.0885
C -3.3270 -0.9956 2.3339
N -3.0583 -0.8952 1.0472
N -2.5662 -0.3563 3.3451
C -3.2908 0.3576 4.3787
C -1.5862 -1.1479 4.0435
H -6.1269 -2.7590 2.2579
H -4.7153 -3.2745 1.3055
H -5.5692 -1.7244 0.9284
H -3.8048 -2.7839 4.4468
H -4.7613 -1.2990 4.7595
H -5.5506 -2.7045 4.1092
H -3.7251 -1.4125 0.4619
H -3.3721 -0.2822 5.2744
H -2.7044 1.2271 4.6950
H -4.2774 0.6749 4.0347
H -0.7318 -1.2985 3.3229
H -1.0608 -0.5870 4.8218
H -1.9769 -2.1109 4.4187

This record from the OMol25 dataset describes a molecular structure, C33H46MoN5OSeSi3 in a non-equilibrium geometry. The level of theory is ωB97M-V/def2-TZVPD.

Summary:
ΔE to the lowest compared entry with this formula, charge and spin, eV: 0.3926
Total energy, eV: -135278.9596
Net charge: +3

Geometry (Å):
Mo -0.3566 0.3091 -0.2983
C 0.6730 -1.0633 -3.5232
C 0.9761 -1.9622 -2.3736
C 1.5422 -3.2046 -2.6758
C 1.9237 -4.0657 -1.6786
C 1.7883 -3.6392 -0.3630
C 1.2404 -2.4021 -0.1153
N 0.7767 -1.5773 -1.0989
C 1.1408 -1.8880 1.2609
C 1.7944 -2.4355 2.3535
C 1.6127 -1.8603 3.6016
C 0.7022 -0.8269 3.7525
C 0.0356 -0.3608 2.6314
N 0.3416 -0.8206 1.4034
C -1.1657 0.4862 2.6599
C -1.8380 0.7154 3.8378
C -3.0982 1.2979 3.7951
C -3.6350 1.5928 2.5648
C -2.9068 1.3692 1.3964
C -3.5353 1.6690 0.0864
N -1.6639 0.8464 1.4397
H -0.0443 -1.5306 -4.1982
H 1.5874 -0.8999 -4.0972
H 0.2938 -0.1039 -3.2051
H 1.6754 -3.4669 -3.7167
H 2.3428 -5.0364 -1.9069
H 2.1070 -4.2728 0.4503
H 2.4549 -3.2809 2.2359
H 2.1468 -2.2444 4.4603
H 0.4984 -0.4159 4.7295
H -1.4097 0.4132 4.7810
H -3.6532 1.4829 4.7047
H -4.6288 2.0098 2.4762
H -4.2672 2.4677 0.1883
H -4.0638 0.7844 -0.2825
H -2.7922 1.9705 -0.6366
C 3.1459 -0.0459 -0.2664
O 1.8937 0.6675 -0.3247
Si 1.9365 2.3656 -0.5238
C 2.8470 2.8086 -2.0738
C 2.9484 2.9503 0.9267
C 0.0377 2.4535 -0.5518
Si -0.5986 3.2837 -2.2325
C -2.4445 3.3053 -2.5672
C -0.1839 5.1019 -2.3004
C 0.2107 2.5891 -3.7891
Si -0.2755 3.8225 0.8395
C 0.2147 3.1866 2.5449
C 0.7971 5.3359 0.4947
C -2.0253 4.4710 0.9222
H 3.9589 0.6770 -0.2189
H 3.2715 -0.6584 -1.1574
H 3.1900 -0.6580 0.6292
H 3.9093 2.8992 -1.8398
H 2.5309 3.7734 -2.4731
H 2.7328 2.0743 -2.8690
H 3.9965 2.9251 0.6189
H 2.8365 2.3009 1.7961
H 2.7539 3.9676 1.2486
H -3.0054 3.9335 -1.8771
H -2.9585 2.3551 -2.6560
H -2.5133 3.7927 -3.5451
H -0.7249 5.7191 -1.5867
H -0.5162 5.4042 -3.2983
H 0.8754 5.3416 -2.2339
H -0.5370 2.4862 -4.5775
H 0.7516 1.6538 -3.7064
H 0.9269 3.3248 -4.1568
H 0.9428 3.8694 2.9832
H 0.6799 2.2011 2.5491
H -0.6467 3.1669 3.2136
H 1.5808 5.2374 -0.2548
H 1.2791 5.6245 1.4307
H 0.1720 6.1714 0.1842
H -2.6969 3.8665 1.5268
H -2.4849 4.6478 -0.0485
H -1.9565 5.4440 1.4165
Se -2.1679 -1.9516 0.3853
N -1.4580 0.0853 -1.6260
C -2.3910 -0.4449 -2.4912
C -2.4717 0.0248 -3.7925
C -3.4718 -0.4412 -4.6441
C -4.4242 -1.3687 -4.2242
C -4.3560 -1.8665 -2.9430
C -3.3261 -1.4429 -2.0696
N -3.2759 -2.0649 -0.8878
H -1.7642 0.7636 -4.1333
H -3.5141 -0.0593 -5.6565
H -5.1980 -1.6976 -4.9034
H -5.0552 -2.6045 -2.5725